1.
Computed, not measured: the molecule C2H5N3S in a non-equilibrium geometry, with ωB97M-V/def2-TZVPD.

```
11
Properties=species:S:1:pos:R:3:nbo_charge:R:1
C -0.85 -0.01 -0.03 0.35
C 0.19 -1.04 -0.30 0.05
H 0.02 1.64 -0.85 0.39
H -1.43 2.02 -0.06 0.40
H -2.64 -0.20 0.84 0.35
H -0.30 -2.08 -0.29 0.23
H 3.69 -0.21 0.66 0.16
N -0.67 1.32 -0.30 -0.80
N -1.80 -0.64 0.47 -0.68
N 1.50 -1.13 -0.37 -0.51
S 2.28 0.33 0.23 0.06
```

As for the structure (SMILES): [H]/N=C(N)/C=N\S. As for the relative energy (zero: lowest compared OMol25 entry of this formula, charge and spin): 3.0009 eV. The value obtained for the orbital gap is 9.15 eV. The calculation puts the HOMO energy at -8.795 eV.


2.
Computed, not measured: C2H5N3S as an isolated structure in a non-equilibrium geometry, with ωB97M-V/def2-TZVPD.

```
11
Properties=species:S:1:pos:R:3:nbo_charge:R:1
C -0.65 0.77 -0.38 0.43
C 1.64 0.19 0.48 -0.44
N -1.62 0.92 0.45 -0.71
N -1.94 -1.31 -0.44 -1.16
N 0.59 0.54 -0.49 -0.55
S -2.72 -0.14 0.33 1.00
H 2.03 -0.80 0.49 0.22
H 2.54 0.83 0.17 0.20
H 1.54 0.50 1.57 0.23
H -2.39 -2.22 -0.74 0.39
H 0.99 0.70 -1.45 0.40
```

As for the relative energy (zero: lowest compared OMol25 entry of this formula, charge and spin): 4.7688 eV. The value obtained for the orbital gap is 7.60 eV. The calculation puts the HOMO energy at -7.036 eV.


3.
Computed, not measured: the molecule C2H5N3S in a non-equilibrium geometry, with ωB97M-V/def2-TZVPD.

```
11
Properties=species:S:1:pos:R:3:nbo_charge:R:1
C 0.06 -0.52 -2.80 -0.38
C -0.25 0.09 -1.66 -0.42
N -0.81 -0.17 2.16 -0.05
N -0.03 -0.04 1.25 -0.25
N -0.58 0.07 3.42 -0.62
S -1.08 -0.67 -0.36 0.29
H 0.72 -0.11 -3.57 0.20
H 0.05 -1.59 -3.20 0.21
H -0.08 1.16 -1.60 0.22
H 0.24 0.61 3.68 0.38
H -1.23 -0.47 3.96 0.41
```

As for the structure (SMILES): C=CS/N=N/N. As for the relative energy (zero: lowest compared OMol25 entry of this formula, charge and spin): 4.5237 eV. The value obtained for the orbital gap is 8.56 eV. The calculation puts the HOMO energy at -8.310 eV.


4.
Computed, not measured: an isolated ion of composition C2H5N3S and charge +2 in a non-equilibrium geometry, with ωB97M-V/def2-TZVPD.

```
11
Properties=species:S:1:pos:R:3:nbo_charge:R:1
C 0.07 1.22 0.03 0.43
C 0.14 -1.23 -0.02 0.43
N -1.21 1.27 -0.09 -0.64
N 0.78 -0.01 0.00 -0.60
N -1.11 -1.26 0.02 -0.60
S -2.30 0.00 0.03 0.84
H 0.64 2.17 0.17 0.31
H 0.66 -2.22 -0.14 0.31
H -1.65 2.25 -0.09 0.52
H 1.85 -0.04 0.15 0.51
H -1.53 -2.13 -0.17 0.48
```

As for the structure (SMILES): C1=[NH+]C=[NH+]SN1. As for the relative energy (zero: lowest compared OMol25 entry of this formula, charge and spin): 0.0000 eV. The value obtained for the orbital gap is 8.32 eV. As for the charge: +2. The calculation puts the HOMO energy at -19.252 eV.


5.
Computed, not measured: the molecule C2H5N3S2 in a non-equilibrium geometry, with ωB97M-V/def2-TZVPD.

```
12
Properties=species:S:1:pos:R:3:nbo_charge:R:1
C -1.18 0.08 0.08 0.15
C 0.97 1.20 0.54 -0.07
H -0.10 -2.75 0.54 0.37
H 0.83 -1.34 0.79 0.37
H -2.07 0.62 0.21 0.20
H -0.04 0.31 -2.62 0.12
H 1.74 1.81 0.07 0.21
N 0.10 -1.80 0.23 -0.66
N -1.11 -1.17 0.32 -0.21
N 0.02 0.78 -0.38 -0.61
S -0.03 1.46 -1.92 0.22
S 0.87 0.82 2.14 -0.11
```

As for the structure (SMILES): N/N=C\N(S)C=S. As for the relative energy (zero: lowest compared OMol25 entry of this formula, charge and spin): 2.9222 eV. The value obtained for the orbital gap is 9.11 eV. The calculation puts the HOMO energy at -8.973 eV.


6.
Computed, not measured: the molecule C2H5N3S2 in a non-equilibrium geometry, with ωB97M-V/def2-TZVPD.

```
12
Properties=species:S:1:pos:R:3:nbo_charge:R:1
C -1.52 0.11 0.02 0.32
C 1.36 -0.16 0.00 -0.08
H -0.63 1.70 -0.80 0.41
H -2.27 1.90 -0.33 0.40
H -2.24 -1.19 1.14 0.35
H 3.29 -0.67 0.20 0.42
H 2.24 -2.03 -0.16 0.40
N -1.55 1.27 -0.69 -0.82
N -2.47 -0.29 0.76 -0.68
N 2.37 -1.06 0.01 -0.78
S -0.16 -1.02 -0.35 0.21
S 1.57 1.45 0.22 -0.15
```

As for the structure (SMILES): [H]/N=C(/N)SC(N)=S. As for the relative energy (zero: lowest compared OMol25 entry of this formula, charge and spin): 0.6608 eV. The value obtained for the orbital gap is 9.29 eV. The calculation puts the HOMO energy at -8.945 eV.


7.
Computed, not measured: C2H5N4 as an isolated structure in a non-equilibrium geometry, with ωB97M-V/def2-TZVPD.

```
11
Properties=species:S:1:pos:R:3:nbo_charge:R:1
C 1.53 0.15 -0.20 0.25
C -1.16 0.86 -0.20 0.09
N 1.21 -0.83 0.65 -0.33
N -0.01 -0.96 0.02 0.09
N 0.35 0.12 -0.87 -0.23
N -1.33 -0.45 0.34 -0.44
H 2.36 0.68 -0.42 0.24
H -0.61 1.62 0.29 0.22
H -1.84 1.07 -0.98 0.23
H 1.68 -1.41 1.31 0.46
H -2.19 -0.85 0.05 0.43
```

As for the relative energy (zero: lowest compared OMol25 entry of this formula, charge and spin): 5.7341 eV. The value obtained for the orbital gap is 9.81 eV. As for the charge: +1. The calculation puts the HOMO energy at -14.839 eV.


8.
Computed, not measured: an isolated ion of composition C2H5N4O3 and charge -1 in a non-equilibrium geometry, with ωB97M-V/def2-TZVPD.

```
14
Properties=species:S:1:pos:R:3:nbo_charge:R:1
C 0.31 -0.29 0.59 -0.42
C -1.65 0.58 -0.47 0.09
N -2.43 -0.04 0.54 -0.46
N -1.16 1.95 0.02 0.10
N -0.36 -0.10 -0.74 -0.65
N -3.27 -0.81 0.03 0.60
O -3.37 -1.00 -1.20 -0.60
O -1.92 2.69 0.57 -0.29
O -3.96 -1.51 0.76 -0.53
H 0.22 0.61 1.15 0.18
H -0.02 -1.19 1.21 0.20
H 1.41 -0.49 0.46 0.17
H -2.20 0.60 -1.42 0.24
H 0.26 0.22 -1.42 0.36
```

As for the structure (SMILES): CN[C@H](N=O)N=[N+]([O-])[O-]. As for the relative energy (zero: lowest compared OMol25 entry of this formula, charge and spin): 2.7303 eV. The value obtained for the orbital gap is 8.32 eV. As for the charge: -1. The calculation puts the HOMO energy at -4.513 eV.


9.
Computed, not measured: the molecule C2H5N5O in a non-equilibrium geometry, with ωB97M-V/def2-TZVPD.

```
13
Properties=species:S:1:pos:R:3:nbo_charge:R:1
C 1.21 0.71 -0.67 0.66
C -0.39 -0.82 -0.67 0.66
H -2.38 0.92 1.43 0.37
H -1.82 -0.91 1.21 0.41
H 0.60 0.84 1.35 0.40
H 2.75 1.85 -0.14 0.38
H -0.23 -2.73 -1.27 0.38
N -1.43 0.11 1.19 -0.69
N -0.91 0.33 -0.03 -0.15
N 0.26 1.08 0.27 -0.51
N 2.39 1.16 -0.85 -0.69
N -0.77 -2.12 -0.54 -0.75
O 0.70 -0.44 -1.27 -0.46
```

As for the structure (SMILES): [H]/N=c1\o/c(=N/[H])[nH]n1N. As for the relative energy (zero: lowest compared OMol25 entry of this formula, charge and spin): 3.8656 eV. The value obtained for the orbital gap is 9.94 eV. The calculation puts the HOMO energy at -9.384 eV.


10.
Computed, not measured: a 2-piece molecular cluster, C2H5N5O overall in a non-equilibrium geometry, with ωB97M-V/def2-TZVPD.

```
13
Properties=species:S:1:pos:R:3:nbo_charge:R:1
C 0.71 0.78 0.09 0.59
C -1.28 -0.04 -0.15 0.58
H 3.14 -0.98 0.42 0.36
H 1.49 -1.47 0.10 0.34
H 0.15 2.67 -0.59 0.41
H -3.01 -0.69 0.90 0.40
H -1.66 -1.81 -0.03 0.39
N 2.34 -0.75 -0.34 -0.63
N 1.92 0.57 -0.11 -0.33
N -0.11 1.90 0.18 -0.48
N -1.45 1.21 -0.38 -0.34
N -2.20 -0.93 -0.20 -0.75
O -0.04 -0.48 0.13 -0.53
```

As for the relative energy (zero: lowest compared OMol25 entry of this formula, charge and spin): 5.0820 eV. The value obtained for the orbital gap is 8.36 eV. The calculation puts the HOMO energy at -8.672 eV.


11.
Computed, not measured: the molecule C2H5N5O in a non-equilibrium geometry, with ωB97M-V/def2-TZVPD.

```
13
Properties=species:S:1:pos:R:3:nbo_charge:R:1
C -0.05 -0.17 -0.16 0.24
C 0.27 0.18 -1.49 -0.11
H -2.95 0.82 0.58 0.37
H -2.19 0.74 -0.96 0.33
H -0.40 0.52 -2.25 0.22
H 0.72 0.25 2.03 0.38
H 1.64 -1.10 2.22 0.37
N -2.31 0.25 -0.07 -0.64
N -1.06 -0.01 0.56 -0.31
N 1.54 0.00 -1.77 -0.02
N 1.17 -0.75 0.30 0.01
N 1.48 -0.33 1.62 -0.66
O 2.14 -0.40 -0.62 -0.18
```

As for the structure (SMILES): N/N=c1\cnon1N. As for the relative energy (zero: lowest compared OMol25 entry of this formula, charge and spin): 4.7959 eV. The value obtained for the orbital gap is 8.50 eV. The calculation puts the HOMO energy at -8.282 eV.


12.
Computed, not measured: the molecule C2H5N5O in a non-equilibrium geometry, with ωB97M-V/def2-TZVPD.

```
13
Properties=species:S:1:pos:R:3:nbo_charge:R:1
C 1.33 -0.15 -0.13 0.56
C -0.86 0.51 0.06 0.56
H -2.52 -1.41 0.05 0.48
H 0.98 -1.86 0.82 0.40
H 3.01 0.69 -0.28 0.34
H 0.76 1.83 -0.27 0.41
H -1.87 2.18 0.01 0.36
N -0.77 -0.87 0.40 -0.05
N 0.52 -1.30 0.05 -0.45
N 2.59 -0.22 -0.06 -0.72
N 0.47 0.90 -0.23 -0.64
N -1.93 1.16 0.08 -0.70
O -1.71 -1.48 -0.50 -0.55
```

As for the structure (SMILES): [H]/N=c1\[nH]/c(=N\[H])n(O)[nH]1. As for the relative energy (zero: lowest compared OMol25 entry of this formula, charge and spin): 1.8876 eV. The value obtained for the orbital gap is 10.04 eV. The calculation puts the HOMO energy at -9.435 eV.


13.
Computed, not measured: the molecule C2H5N5O in a non-equilibrium geometry, with ωB97M-V/def2-TZVPD.

```
13
Properties=species:S:1:pos:R:3:nbo_charge:R:1
C -0.38 -0.15 0.10 0.47
C 2.10 -0.06 -0.21 0.23
H -3.61 0.69 0.25 0.48
H -1.62 -1.55 0.45 0.42
H 3.27 -0.10 -0.09 0.18
H 2.07 1.36 0.97 0.37
H -0.67 1.93 -0.56 0.44
N -1.64 -0.36 0.45 -0.34
N 0.26 -1.24 0.05 -0.38
N 1.65 -1.16 -0.19 -0.29
N 1.59 1.24 0.05 -0.46
N 0.10 1.19 0.04 -0.52
O -2.95 0.16 -0.39 -0.61
```

As for the structure (SMILES): ONC1=NN=CNN1. As for the relative energy (zero: lowest compared OMol25 entry of this formula, charge and spin): 7.0812 eV. The value obtained for the orbital gap is 8.67 eV. The calculation puts the HOMO energy at -8.693 eV.


14.
Computed, not measured: the molecule C2H5N5O2S in a non-equilibrium geometry, with ωB97M-V/def2-TZVPD.

```
15
Properties=species:S:1:pos:R:3:nbo_charge:R:1
C -1.36 2.55 -0.03 -0.12
C -0.30 1.79 -0.12 -0.08
N -2.27 1.86 0.80 -0.22
N -1.79 0.68 1.05 -0.05
N -0.58 0.62 0.54 -0.05
N 2.10 -1.68 -0.53 -1.04
N 0.19 -0.52 0.76 -0.65
O -0.03 -1.09 -1.85 -0.87
O -0.03 -2.95 -0.10 -0.91
S 0.43 -1.69 -0.65 2.31
H -1.57 3.46 -0.42 0.22
H 0.70 2.02 -0.50 0.23
H 2.40 -2.63 -0.51 0.40
H 2.39 -1.18 0.26 0.41
H -0.27 -1.24 1.31 0.42
```

As for the structure (SMILES): NS(=O)(=O)Nn1ccnn1. As for the relative energy (zero: lowest compared OMol25 entry of this formula, charge and spin): 0.4887 eV. The value obtained for the orbital gap is 10.35 eV. The calculation puts the HOMO energy at -10.026 eV.


15.
Computed, not measured: the molecule C2H5NO, with ωB97M-V/def2-TZVPD.

```
9
Properties=species:S:1:pos:R:3:nbo_charge:R:1
C -0.98 0.15 0.43 -0.42
N 0.28 0.61 -0.16 -0.63
C 1.24 -0.37 -0.27 0.53
O 1.53 -1.13 0.63 -0.57
H -1.03 0.34 1.50 0.21
H -1.81 0.64 -0.08 0.20
H -1.06 -0.93 0.26 0.20
H 0.17 1.14 -1.02 0.38
H 1.67 -0.46 -1.28 0.10
```

As for the structure (SMILES): CNC=O. As for the relative energy (zero: lowest compared OMol25 entry of this formula, charge and spin): 0.8480 eV. The value obtained for the orbital gap is 10.82 eV. The calculation puts the HOMO energy at -9.943 eV.


16.
Computed, not measured: a 2-piece molecular cluster, C2H5NO overall in a non-equilibrium geometry, with ωB97M-V/def2-TZVPD.

```
9
Properties=species:S:1:pos:R:3:nbo_charge:R:1
C -2.43 0.31 0.37 -0.03
N -1.37 0.95 0.13 -0.60
H -3.43 0.43 -0.06 0.15
H -2.38 -0.59 1.00 0.15
H -1.52 1.49 -0.73 0.34
O 2.37 -0.59 -0.74 -0.50
C 1.67 -0.69 0.22 0.28
H 1.13 0.22 0.56 0.12
H 1.32 -1.61 0.74 0.10
```

As for the structure (SMILES): C=N.C=O. As for the relative energy (zero: lowest compared OMol25 entry of this formula, charge and spin): 2.6715 eV. The value obtained for the orbital gap is 10.67 eV. The calculation puts the HOMO energy at -9.691 eV.


17.
Computed, not measured: a 2-piece molecular cluster, C2H5NO overall in a non-equilibrium geometry, with ωB97M-V/def2-TZVPD.

```
9
Properties=species:S:1:pos:R:3:nbo_charge:R:1
C 1.16 1.34 0.18 -0.06
N 2.11 2.16 0.35 -0.57
H 0.76 0.67 0.95 0.14
H 0.49 1.56 -0.65 0.16
H 2.59 2.00 1.23 0.33
O -1.74 -2.11 -0.82 -0.48
C -1.45 -1.41 0.11 0.27
H -2.07 -0.59 0.50 0.11
H -0.52 -1.64 0.61 0.10
```

As for the structure (SMILES): C=N.C=O. As for the relative energy (zero: lowest compared OMol25 entry of this formula, charge and spin): 2.6334 eV. The value obtained for the orbital gap is 11.05 eV. The calculation puts the HOMO energy at -10.375 eV.


18.
Computed, not measured: the molecule C2H5NO in a non-equilibrium geometry, with ωB97M-V/def2-TZVPD.

```
9
Properties=species:S:1:pos:R:3:nbo_charge:R:1
C -1.43 0.30 -0.51 -0.04
C 0.55 -0.18 0.43 0.06
N -0.65 0.67 0.41 -0.40
O 1.57 0.23 -0.43 -0.70
H -2.33 0.97 -0.66 0.18
H -1.25 -0.62 -1.09 0.15
H 0.23 -1.18 0.29 0.13
H 1.00 -0.11 1.47 0.14
H 2.30 -0.08 0.09 0.47
```

As for the structure (SMILES): C=NCO. As for the relative energy (zero: lowest compared OMol25 entry of this formula, charge and spin): 2.1979 eV. The value obtained for the orbital gap is 10.70 eV. The calculation puts the HOMO energy at -9.858 eV.


19.
Computed, not measured: the molecule C2H5NO2 in a non-equilibrium geometry, with ωB97M-V/def2-TZVPD.

```
10
Properties=species:S:1:pos:R:3:nbo_charge:R:1
C 0.37 1.38 -0.53 -0.67
C -0.05 0.02 -0.11 0.50
O -0.25 -1.83 1.10 -0.62
O -0.87 -0.60 -0.96 -0.67
N 0.32 -0.55 0.99 -0.24
H 0.11 -2.13 1.96 0.49
H -1.06 -1.47 -0.56 0.50
H 1.14 1.77 0.15 0.24
H -0.49 2.05 -0.51 0.23
H 0.78 1.35 -1.54 0.23
```

As for the structure (SMILES): C/C(O)=N/O. As for the relative energy (zero: lowest compared OMol25 entry of this formula, charge and spin): 1.9474 eV. The value obtained for the orbital gap is 10.14 eV. The calculation puts the HOMO energy at -9.288 eV.


20.
Computed, not measured: C2H5NO2 as an isolated structure, with ωB97M-V/def2-TZVPD.

```
10
Properties=species:S:1:pos:R:3:nbo_charge:R:1
N 1.80 0.01 0.12 -0.83
C 0.66 -0.27 -0.54 0.35
O 0.09 -1.35 -0.14 -0.61
C -1.21 -0.07 -0.30 0.13
O -1.28 1.23 0.11 -0.67
H 2.14 -0.64 0.83 0.38
H 2.43 0.74 -0.18 0.39
H -1.48 -0.19 -1.34 0.21
H -1.79 -0.71 0.36 0.17
H -1.36 1.24 1.08 0.48
```

As for the relative energy (zero: lowest compared OMol25 entry of this formula, charge and spin): 4.5727 eV. The value obtained for the orbital gap is 8.77 eV. The calculation puts the HOMO energy at -7.935 eV.